Entry 1:
This record from the OMol25 dataset describes a structure of composition C38H42BN5O3SSiV. The level of theory is wB97M-V/def2-TZVPD.

The HOMO energy (alpha / beta) is -6.950 / -8.671 eV. The max |F| comes out at 3.2 eV Å⁻¹. For the energy above the lowest of the compared OMol25 structures with the same formula, charge and spin, the calculation gives 49.8 kcal/mol. The HOMO-LUMO gap (alpha / beta) is 6.28 / 7.41 eV. Its multiplicity is 4. Its total charge is 0.

Geometry (Å):
1 V 0.06 0.25 1.12
2 S -0.46 -3.02 1.68
3 Si -0.68 0.69 -2.05
4 O -0.76 0.05 -0.55
5 O 2.72 -5.05 -3.53
6 O 4.85 -4.60 -3.21
7 N -0.30 2.10 1.03
8 N -0.80 -1.11 4.02
9 N 1.90 -0.48 0.90
10 N 0.94 0.95 2.83
11 N -2.45 -0.62 1.81
12 C -3.42 3.61 -0.94
13 C 0.06 -2.22 4.34
14 C -2.31 4.49 -2.87
15 C 2.30 0.91 2.75
16 C 1.12 2.55 4.60
17 C 3.25 2.02 -1.75
18 C -2.28 -3.12 1.56
19 C 1.85 -2.98 -1.85
20 C 0.39 1.77 3.74
21 C -1.65 -0.47 -3.18
22 C -2.66 2.46 -1.03
23 C 3.54 -4.40 -2.95
24 C 3.88 1.56 -2.90
25 C -0.24 3.26 1.16
26 C -1.25 -1.00 -4.41
27 C 3.15 0.84 -3.83
28 C -1.69 2.30 -2.03
29 C -2.92 -1.81 1.10
30 C 3.11 1.65 3.63
31 C 1.14 1.03 -2.46
32 C 3.69 -1.77 -0.20
33 C -3.38 -2.08 -4.71
34 C -2.23 -1.25 4.22
35 C -1.54 3.33 -2.95
36 C 2.79 0.09 1.71
37 C -2.95 -0.77 -2.75
38 C 1.80 0.59 -3.61
39 C 2.52 2.48 4.55
40 C -0.17 -3.44 3.43
41 C 4.10 -2.71 -1.12
42 C -2.10 -1.80 -5.17
43 C 2.34 -1.41 -0.07
44 C -3.00 -0.44 3.15
45 C 1.43 -2.05 -0.92
46 C 1.90 1.77 -1.55
47 C 3.19 -3.34 -1.96
48 C -3.24 4.63 -1.85
49 C -3.80 -1.56 -3.50
50 B -0.08 4.78 1.34
51 H 3.86 -0.03 1.60
52 H 1.08 4.99 1.07
53 H -2.95 0.62 3.40
54 H -0.27 -0.80 -4.80
55 H -0.69 1.84 3.74
56 H 4.19 1.58 3.54
57 H 3.80 2.60 -1.02
58 H -2.68 0.18 1.24
59 H -2.55 -0.91 5.22
60 H 3.13 3.08 5.21
61 H 1.09 -1.88 4.20
62 H 1.26 0.03 -4.36
63 H 1.14 -3.47 -2.50
64 H -2.68 -1.67 0.04
65 H -2.50 -2.30 4.15
66 H -4.16 3.71 -0.15
67 H -0.47 -0.28 4.49
68 H -0.31 5.03 2.51
69 H -4.05 -2.69 -5.30
70 H -1.76 -2.20 -6.11
71 H -3.81 5.55 -1.76
72 H 5.16 -2.95 -1.14
73 H 4.93 1.76 -3.06
74 H -4.01 -1.92 1.19
75 H -0.84 5.35 0.60
76 H 1.43 2.19 -0.67
77 H -2.81 1.66 -0.32
78 H 5.40 -3.97 -2.73
79 H -2.18 5.28 -3.59
80 H 0.39 -1.79 -0.87
81 H -4.81 -1.76 -3.14
82 H -4.05 -0.75 3.19
83 H 4.45 -1.32 0.42
84 H -2.51 -3.90 0.84
85 H -1.02 -4.04 3.76
86 H 0.71 -4.08 3.45
87 H -0.81 3.24 -3.75
88 H -3.30 -0.36 -1.81
89 H 3.62 0.49 -4.74
90 H -2.66 -3.44 2.53
91 H 0.62 3.22 5.28
92 H -0.03 -2.56 5.39

Entry 2:
This record from the OMol25 dataset describes a structure of composition C38H42F4GeN4O3W. The level of theory is wB97M-V/def2-TZVPD.

The HOMO energy (alpha / beta) is -12.868 / -12.868 eV. The max |F| comes out at 0.5 eV Å⁻¹. For the energy above the lowest of the compared OMol25 structures with the same formula, charge and spin, the calculation gives 31.6 kcal/mol. The HOMO-LUMO gap (alpha / beta) is 5.09 / 5.32 eV. Its multiplicity is 3. Its total charge is +2.

Geometry (Å):
1 W 0.47 -0.47 0.76
2 Ge 4.02 -3.93 4.69
3 F 0.15 1.62 -1.56
4 F -0.53 4.12 -2.23
5 F -4.21 3.91 0.68
6 F -3.51 1.42 1.38
7 O 3.89 -0.21 1.23
8 O 2.01 -1.44 1.22
9 O 4.78 5.01 2.01
10 N -0.55 -2.44 0.52
11 N -1.32 0.13 0.25
12 N 3.16 2.80 1.58
13 N 1.28 1.33 1.07
14 C 6.80 -4.06 3.83
15 C 3.59 -2.30 7.08
16 C 2.50 -4.97 4.04
17 C 3.89 -2.20 3.73
18 C 3.43 -2.08 8.44
19 C -1.00 -2.98 1.87
20 C 3.51 3.21 2.98
21 C 3.69 -4.44 8.85
22 C -2.40 -0.88 0.13
23 C -2.40 4.08 -0.80
24 C 5.76 -6.19 4.20
25 C 1.51 -6.48 2.42
26 C 2.59 -5.74 2.88
27 C -3.15 3.37 0.11
28 C -1.74 -2.16 -0.34
29 C 0.32 -3.47 -0.15
30 C -2.80 2.08 0.48
31 C 3.85 -4.65 7.48
32 C 0.20 -5.71 4.28
33 C 6.95 -6.83 3.88
34 C 8.06 -6.08 3.53
35 C 4.12 3.24 0.52
36 C 7.99 -4.70 3.50
37 C 3.96 -2.43 2.21
38 C 3.80 -3.59 6.58
39 C 0.31 -6.46 3.12
40 C -0.87 -1.99 3.02
41 C 0.93 -3.02 -1.46
42 C -1.68 1.47 -0.09
43 C 3.79 4.71 2.96
44 C 4.34 4.73 0.69
45 C 1.29 -4.97 4.73
46 C 5.67 -4.80 4.18
47 C -1.28 3.48 -1.35
48 C 2.19 2.04 1.32
49 C -0.93 2.19 -1.01
50 C 3.48 -3.15 9.33
51 C 3.39 -1.25 1.51
52 H 3.71 2.98 -0.45
53 H -1.39 -2.01 -1.36
54 H 1.61 -7.10 1.54
55 H 3.54 -5.81 2.35
56 H -1.45 -1.08 2.86
57 H 3.56 -1.45 6.41
58 H -2.43 -3.00 -0.33
59 H 4.65 -1.49 4.05
60 H 2.91 -1.79 4.00
61 H 4.40 2.65 3.26
62 H 3.43 5.28 0.47
63 H 3.73 -5.27 9.53
64 H 4.99 -2.59 1.88
65 H -2.03 -3.31 1.77
66 H -2.89 -0.99 1.10
67 H -0.53 -7.07 2.79
68 H -0.29 -4.37 -0.29
69 H 8.99 -6.58 3.27
70 H 6.76 -2.98 3.83
71 H -1.26 -2.45 3.93
72 H 0.21 -2.97 -2.28
73 H 1.44 -2.05 -1.39
74 H 1.20 -4.41 5.66
75 H 5.04 2.68 0.69
76 H 4.17 5.01 3.93
77 H 7.01 -7.91 3.90
78 H -0.72 -5.72 4.85
79 H 3.36 -2.98 10.39
80 H 0.17 -1.74 3.23
81 H 1.69 -3.74 -1.76
82 H 2.68 2.95 3.63
83 H 4.89 -6.79 4.47
84 H 2.87 5.26 2.76
85 H -2.67 5.09 -1.08
86 H -3.15 -0.56 -0.59
87 H 3.37 -3.31 1.94
88 H 8.86 -4.11 3.24
89 H 5.13 5.06 0.01
90 H 1.10 -3.71 0.57
91 H 4.02 -5.66 7.13
92 H 3.27 -1.08 8.82
93 H -0.40 -3.86 2.08

Entry 3:
This record from the OMol25 dataset describes a structure of composition C38H42F5HfN3O2P3S2Se. The level of theory is wB97M-V/def2-TZVPD.

The HOMO energy (alpha / beta) is -10.911 / -12.876 eV. The max |F| comes out at 2.6 eV Å⁻¹. For the energy above the lowest of the compared OMol25 structures with the same formula, charge and spin, the calculation gives 0.0 kcal/mol. The HOMO-LUMO gap (alpha / beta) is 5.67 / 7.64 eV. Its multiplicity is 2. Its total charge is +2.

Geometry (Å):
1 Hf 0.30 1.06 0.08
2 Se 1.69 2.52 -1.48
3 S 2.20 0.94 1.84
4 S -0.61 2.60 1.90
5 P -0.07 -1.34 -1.52
6 P 1.03 2.06 2.98
7 P -0.58 -1.40 1.27
8 F 4.97 -0.49 -5.61
9 F 0.83 0.98 -4.13
10 F 4.68 1.70 -1.52
11 F 6.16 0.47 -3.33
12 F 2.42 -0.44 -5.97
13 O 0.60 1.17 4.22
14 O 1.66 3.35 3.49
15 N -4.01 3.30 -2.51
16 N -0.90 -2.15 -0.20
17 N -1.69 2.40 -1.03
18 C -2.86 -2.52 -4.95
19 C 4.26 0.16 -4.72
20 C -4.22 2.56 -1.18
21 C -2.48 -1.20 -4.85
22 C -1.20 -1.69 -2.88
23 C -2.70 3.96 -2.64
24 C -3.00 1.70 -0.81
25 C 2.88 0.21 -4.88
26 C -3.42 -1.40 4.27
27 C 1.39 -2.28 -1.98
28 C 0.44 2.08 6.53
29 C -1.57 3.01 -2.36
30 C 3.63 4.87 3.51
31 C -4.49 -0.90 2.22
32 C 0.73 -3.82 1.94
33 C 3.79 -3.67 -2.65
34 C 2.09 -4.04 4.01
35 C -4.61 -1.16 3.58
36 C 2.32 -2.65 -1.01
37 C 3.49 -3.35 -1.33
38 C -2.41 -3.43 -4.01
39 C -1.63 -3.04 -2.98
40 C -2.18 -1.55 3.62
41 C 1.49 -4.60 2.86
42 C 2.89 -3.26 -3.62
43 C 4.06 1.24 -2.63
44 C 2.13 0.89 -3.97
45 C 2.03 -2.66 4.14
46 C -2.11 -1.35 2.23
47 C 2.50 4.27 2.66
48 C -3.26 -0.99 1.51
49 C 0.52 -2.46 2.21
50 C 1.19 -1.85 3.30
51 C -0.27 1.64 5.28
52 C 4.84 0.61 -3.56
53 C 1.70 -2.60 -3.32
54 C 2.66 1.43 -2.78
55 C -1.68 -0.75 -3.82
56 H 4.24 4.06 3.85
57 H 1.84 5.05 2.33
58 H -0.87 0.83 5.53
59 H -1.27 -3.10 -0.30
60 H -0.30 2.55 7.23
61 H 1.70 -5.63 2.60
62 H -1.25 -3.79 -2.27
63 H 4.10 -3.71 -0.52
64 H -3.05 1.36 0.23
65 H -2.59 4.45 -3.59
66 H -4.79 3.97 -2.61
67 H -3.20 -0.93 0.42
68 H -1.29 -1.75 4.22
69 H 2.23 -2.38 0.07
70 H -5.38 -0.59 1.75
71 H 4.26 5.38 2.76
72 H 2.56 -2.15 4.91
73 H 4.75 -4.15 -2.84
74 H -3.48 -1.41 5.32
75 H -4.20 2.59 -3.28
76 H -0.88 2.46 4.89
77 H 1.21 2.83 6.28
78 H 0.21 -4.30 1.14
79 H -2.88 -0.52 -5.62
80 H 2.54 -4.74 4.73
81 H 1.15 -0.77 3.50
82 H -5.57 -1.02 4.07
83 H -5.13 1.99 -1.25
84 H -2.74 4.72 -1.85
85 H -0.61 3.47 -2.38
86 H -4.31 3.33 -0.40
87 H -1.32 0.22 -3.73
88 H 2.94 -3.62 -4.67
89 H -3.00 0.87 -1.56
90 H -3.48 -2.83 -5.77
91 H -1.57 2.26 -3.15
92 H -2.66 -4.47 -4.17
93 H 3.30 5.56 4.29
94 H -1.65 3.17 -0.34
95 H 2.93 3.69 1.84
96 H 1.01 -2.35 -4.12
97 H 0.91 1.24 7.05

Question: What is the formula in the second record?
Answer: C38H42F4GeN4O3W